[1]
Here is a structure of composition C26H38BrF3N3O4PSSi2Ti from the Open Molecules 2025 dataset. Energies are from the ωB97M-V functional and the def2-TZVPD basis.

Atoms and positions in Å:
N (-1.96844, -1.67039, 0.27092)
C (0.56235, 3.39236, 0.94352)
H (-2.50809, 2.70866, 2.48715)
H (-1.89269, -1.60983, -3.20911)
Si (2.78515, 0.89215, -1.17965)
H (3.17327, -0.79505, -2.98971)
C (3.60067, 1.22907, 0.53295)
Br (-0.37407, -3.57555, -1.79729)
C (-1.86890, -1.89210, 3.94339)
P (-0.57605, -0.09793, 2.33108)
H (2.99762, 0.94182, 1.38651)
H (-2.91133, -1.67662, 3.69838)
H (3.52992, -2.16352, 2.07080)
C (-2.10988, -2.86930, 0.86581)
H (2.21900, 1.33529, 3.88874)
H (1.83321, -5.05974, -0.61888)
O (0.40298, 0.98225, 3.06875)
H (4.90043, 1.79730, -2.17917)
H (3.79506, 2.29120, 0.62923)
C (2.84037, -3.76626, 0.78509)
C (0.58034, 1.23333, -3.71226)
H (-3.51216, 1.30474, 2.93412)
C (-1.46571, 3.26293, -1.42558)
F (-6.51479, -0.85281, 0.79828)
C (-5.64270, -0.84302, -0.24365)
N (0.85186, -1.87395, 0.02602)
H (2.27616, 4.49583, -1.35265)
H (1.46055, 4.13148, -2.86294)
H (0.17538, 2.62135, 1.59848)
H (2.67951, -1.65322, -1.55427)
H (-1.52191, -2.72769, 3.33505)
H (0.99161, 0.73441, 5.02609)
C (3.84618, 2.03520, -2.29918)
C (0.89921, 1.11411, -1.15784)
H (-3.39427, -4.40627, 1.60699)
H (0.03155, 4.31439, 1.16398)
H (-1.60021, 4.30078, -1.71876)
H (4.55756, 0.71875, 0.61204)
H (4.40902, -4.31137, 1.73609)
H (3.72162, 3.07900, -2.04214)
C (-4.48759, -2.77971, 0.71598)
C (-3.33532, -3.44970, 1.11379)
O (-1.05536, -0.75302, 3.77086)
H (0.75095, 5.25558, -1.72943)
Ti (-0.46254, -0.43010, -0.33171)
H (0.09384, 1.15119, -5.80265)
C (1.84920, -4.08645, -0.15346)
C (-1.16254, -0.82682, -3.38197)
H (1.74839, -0.38666, 3.87091)
C (1.39378, 0.63447, 4.01646)
N (-0.47436, -0.38678, -2.32389)
C (-2.49513, 1.68873, 2.87158)
H (1.26313, 2.06181, -3.79970)
H (1.60704, 3.54911, 1.18961)
C (-0.98125, -0.30936, -4.64736)
C (1.30636, 4.32470, -1.80667)
H (-1.79539, -2.16224, 4.99883)
H (-2.03142, 1.67055, 3.85746)
H (-1.76508, 2.64285, -2.26770)
C (2.78905, -2.47728, 1.34831)
H (-2.16050, 3.05719, -0.61699)
H (4.32044, -1.05547, -1.69107)
F (-5.56954, 0.42814, -0.62760)
H (1.79901, -0.59663, 1.34940)
H (-1.18907, -3.37535, 1.15272)
C (3.28027, -0.82343, -1.90874)
C (-0.07190, 0.73158, -4.81936)
C (1.81553, -1.60224, 0.95737)
O (3.78950, -4.68676, 1.09946)
Si (0.34404, 2.92734, -0.89338)
S (-2.74483, 0.55342, -0.73706)
C (0.35883, 0.66569, -2.45512)
C (-3.08831, -0.97301, -0.08334)
C (0.91860, -3.13482, -0.48633)
C (-4.36328, -1.51880, 0.13105)
F (-6.28218, -1.50043, -1.23834)
H (3.60923, 1.92754, -3.35251)
O (-1.77337, 0.88518, 1.93883)
H (-5.46677, -3.21032, 0.85774)
H (-1.54081, -0.70146, -5.48240)

Properties
Kohn-Sham gap (alpha / beta) = 5.4 / 7.6 eV
Electronic energy = -6520.494806 hartree
LUMO level (alpha / beta) = 0.0 / 0.1 eV
Energy relative to the best compared isomer or geometry (same formula, charge and spin) = 43.1 kcal per mole
Expectation value of S² = 2.0321
Multiplicity = 3


[2]
Here is a cluster of 10 separate species, C26H38Cl8F2O14 in total from the Open Molecules 2025 dataset. Energies are from the ωB97M-V functional and the def2-TZVPD basis.

Atoms and positions in Å:
C (1.75119, 3.30668, 4.36205)
H (-4.98256, 0.86810, 0.12210)
H (-2.09047, -0.22335, -4.54393)
C (0.40887, -2.41415, -2.09300)
H (-7.22023, 0.06900, 2.00151)
H (-6.66083, 1.55566, 0.23006)
C (-6.25579, -0.06885, 1.58955)
F (-2.17397, 2.86242, -5.45902)
H (1.23672, -2.07804, -1.45940)
H (-2.01787, 1.18745, 4.27184)
C (-1.88527, 0.33211, 4.94224)
C (0.37778, -3.91924, -2.10127)
C (3.54824, 0.39474, -0.19649)
H (-3.01522, -2.92491, 1.03112)
F (-0.66639, -0.09639, 6.91042)
C (0.00464, -4.29958, -3.49885)
H (2.94198, 5.03957, 4.20053)
C (-1.13544, 1.71185, 0.63578)
H (-7.65378, -0.21493, -0.92604)
Cl (4.60708, -1.96311, 2.73087)
Cl (-0.07887, 1.31309, 2.06617)
H (2.32876, 1.24349, -4.52892)
H (5.48737, -0.10478, -2.88898)
C (-0.40395, -1.25422, 4.19515)
O (6.47607, 1.90054, -1.29784)
H (-0.31920, -4.38274, -1.33483)
C (3.14398, 1.91953, 3.10832)
H (-2.75139, 0.15791, 5.59154)
O (0.52167, 1.63370, -2.28896)
H (-6.10096, -0.37058, -1.69095)
O (-1.53793, 0.91899, -2.97430)
H (3.03315, 0.18369, -2.16779)
H (2.61296, 1.64991, 2.16371)
H (-1.07755, -4.43394, -3.57284)
H (0.45331, -5.15722, -3.98301)
H (-3.22909, 1.00078, -4.28965)
H (3.81088, 1.14248, 3.40284)
Cl (-2.67199, -5.04149, 0.10319)
O (0.31570, -0.25773, 4.80932)
H (-0.51512, 1.72490, -0.23744)
O (2.10168, 2.00365, 4.19258)
C (0.52676, -1.98976, -3.52460)
C (-0.58558, 0.46701, 5.66066)
C (3.76528, -0.32430, -1.52199)
O (-6.39611, -1.60820, -0.15465)
C (-0.35045, 1.59287, -3.09163)
Cl (-3.23737, -2.43773, -1.22937)
C (2.81467, -2.00840, 2.70145)
H (-0.25672, 1.52232, 5.70781)
C (3.02402, 1.61555, -5.27605)
H (-5.58740, 0.20198, 2.30647)
C (3.81766, 3.31193, 3.09481)
H (2.50492, 1.54041, -6.24492)
H (2.39765, -1.07849, 2.88299)
C (-1.36619, 1.81918, -5.09586)
Cl (-2.42339, 0.52092, 0.38786)
H (2.59049, -2.68589, 3.55661)
C (-3.45540, -3.46843, 0.19908)
H (2.53831, 0.72179, -0.05336)
H (5.91872, -0.78299, -1.24121)
O (-0.32445, 2.26756, -4.29618)
O (-1.73505, -0.88582, 4.20730)
H (1.37363, -4.32784, -1.89993)
O (0.09884, -2.28110, 3.83439)
H (4.66268, 3.28892, 3.81160)
C (-6.04178, 0.67454, 0.26378)
O (0.82630, 3.64745, 5.05504)
C (5.49112, 1.24793, -1.21949)
C (2.68684, 4.18711, 3.57551)
O (-6.00254, -2.50722, 1.78944)
H (-1.07126, 1.41701, -6.07681)
Cl (4.34114, 0.40433, -5.14226)
H (-4.55559, -3.57164, 0.35490)
O (0.30620, -3.06215, -4.32204)
H (3.96920, -0.11871, 0.68727)
H (4.30829, 3.58654, 2.18106)
Cl (2.26723, -2.67950, 1.22265)
Cl (3.56225, 3.26372, -4.90912)
H (3.40495, -1.33795, -1.48787)
H (2.09889, 4.70360, 2.88124)
C (-2.15016, 0.81996, -4.25412)
C (5.26594, -0.09991, -1.81362)
C (-6.57762, -0.33197, -0.72672)
O (4.44427, 1.56087, -0.35969)
O (0.71344, -0.86792, -3.96413)
C (-6.18828, -1.50480, 1.17074)
H (-0.48908, -1.94612, -1.65811)
H (-1.64346, 2.60834, 0.90370)

Properties
Kohn-Sham gap = 10.1 eV
SMILES = O=C1OC[C@@H](F)O1.O=C1OC[C@@H](F)O1.O=C1CCCO1.O=C1CCCO1.O=C1CCCO1.O=C1CCCO1.ClCCl.ClCCl.ClCCl.ClCCl
Electronic energy = -5948.197092 hartree
LUMO level = 0.1 eV


[3]
Here is a cluster of 2 separate species, C26H38F2N2O2 in total from the Open Molecules 2025 dataset. Energies are from the ωB97M-V functional and the def2-TZVPD basis.

Atoms and positions in Å:
H (3.49002, -3.36277, -2.75107)
H (-7.27383, -1.18602, -0.11657)
C (-0.06178, 0.76100, -1.57542)
C (-2.00620, 2.18032, 2.15998)
H (-4.19057, 0.00581, -3.07496)
C (-3.57621, 0.64462, 0.09791)
H (5.30640, -3.20007, -0.15987)
H (2.76328, 2.21679, 0.10124)
H (2.19376, 0.53935, 1.40268)
C (3.31575, -0.25875, -0.39301)
H (2.12924, -2.16432, 3.63978)
H (4.45188, 0.08762, -3.69308)
C (-6.43633, -0.54123, 0.27818)
H (4.50517, -3.15202, 2.30243)
C (-1.33183, 1.69520, 0.83409)
H (5.58229, -2.30993, -2.24679)
H (-4.20842, 0.64864, -0.83761)
C (4.19438, -1.37007, -0.83080)
H (-2.98687, 0.44686, -4.33089)
C (5.27169, -0.26733, -2.99001)
C (-3.18329, 0.50739, -3.22550)
C (-0.63932, 4.57764, 2.51415)
H (5.50231, 0.57948, -2.29647)
H (0.76104, 2.55230, 1.35073)
H (3.45933, -0.98453, 4.24381)
H (-2.97982, 2.69235, 1.89771)
C (0.10633, 2.00201, 0.63432)
N (-1.41478, 0.46311, -1.37506)
C (4.72881, -1.57605, -2.28454)
C (3.54414, -2.28518, -3.09967)
C (2.29016, 1.80895, -0.84272)
H (-1.40369, -0.75118, -3.16779)
H (0.42451, 4.75322, 2.86541)
C (-1.13263, 3.15201, 3.01286)
H (-3.30098, 1.55290, -2.84048)
O (2.97391, 0.68834, -1.37432)
F (0.59154, 0.35186, -2.71041)
O (7.95344, -1.21008, 0.58836)
H (-6.29153, 0.31412, -0.44886)
H (1.86572, -0.40078, 3.43804)
H (2.54654, -1.81882, -2.85925)
C (-3.84775, -0.75027, 0.82524)
H (2.33481, 2.64676, -1.60245)
H (6.14186, -0.54294, -3.65589)
H (-4.02843, 1.44450, 0.75596)
H (-6.60057, -0.18562, 1.32813)
H (7.18918, -1.74736, 0.78701)
C (-2.12336, -0.34705, -2.39828)
C (-5.11347, -1.44150, 0.13594)
F (-2.71100, -1.50215, -1.82046)
C (4.17366, -2.37252, 1.57844)
C (2.67605, -1.18557, 3.47131)
H (-0.15832, 3.55432, 4.56583)
H (-6.19332, -2.82068, 1.47360)
H (-2.95470, -1.40719, 0.60439)
N (-0.73944, 2.78876, 4.18568)
C (3.26775, -1.29939, 2.00663)
H (-5.74863, -3.54605, -0.16398)
H (-1.24002, 5.41360, 2.98523)
H (-4.97160, -1.56325, -0.97963)
C (-2.05924, 0.91811, -0.19990)
C (0.74844, 1.51443, -0.61648)
H (-0.60364, 4.66674, 1.39177)
H (-4.07963, -0.67025, 1.91928)
C (-5.38760, -2.90940, 0.69774)
H (3.72967, -2.30766, -4.20683)
C (4.61343, -2.38187, 0.17346)
H (-2.27525, 1.31320, 2.83753)
H (-4.44988, -3.40580, 1.07176)
C (2.87741, -0.25671, 1.01247)

Properties
Kohn-Sham gap = 1.6 eV
Electronic energy = -1472.867261 hartree
LUMO level = -2.7 eV